DFT (wB97M-V/def2-TZVPD) results for a structure of composition C6H9NS at a distorted geometry.

Computed properties:
* ΔE to the lowest compared entry with this formula, charge and spin: 2.068 eV
* frontier orbital gap: 8.461 eV
* 2S+1: 1

The geometry in XYZ format:
```
17
Properties=species:S:1:pos:R:3:forces:R:3
C 0.31324 -1.48258 0.36309 0.425 1.583 -1.338
C -0.69772 -1.09560 -0.77421 2.609 1.026 0.740
C -0.84389 0.41786 -0.88298 -0.569 -0.426 -0.626
C -1.03513 1.03286 0.54005 1.815 1.904 -0.304
C 0.50876 1.04147 0.41429 0.459 0.525 1.805
C 1.14642 -0.25040 0.85394 -2.207 -0.475 0.556
H -1.60672 -1.52232 -0.55991 -2.256 -1.174 0.516
H -0.36501 -1.49371 -1.73301 0.212 -0.148 0.052
H -1.45191 0.61573 -1.75323 -0.860 0.376 0.156
H -1.29581 0.45705 1.42726 -0.863 -0.045 -0.416
H -1.24591 2.15545 0.60960 -0.654 -1.825 -0.337
H 1.01647 1.85167 0.93374 0.154 0.297 -0.102
H 1.26778 -0.17340 1.93392 0.304 -0.734 0.032
H 2.05426 -0.20710 0.32942 1.781 -0.659 -0.259
H 1.16745 0.55330 -1.42306 0.820 -0.638 -0.827
N 0.45668 1.10497 -1.01294 -1.162 0.786 -0.108
S 0.61105 -3.00525 0.73402 -0.009 -0.373 0.460
```
Positions in Å, forces in eV/Å.

Löwdin atomic charge list, values in e, 4 entries:
1 C -0.7346
2 C -0.1619
3 C -0.3051
4 C -0.0342